--- i ---
Here is the molecule C5H12N2S from OMol25. Energies are from wB97M-V/def2-TZVPD.

Structure (ORCA input):
```
! wB97M-V def2-TZVPD RIJCOSX def2/J DEFGRID3
* xyz 0 1
C -0.8104 0.5743 1.6311
C -0.3456 0.2890 0.1597
S 0.6483 1.6991 -0.3909
C -1.5541 0.0626 -0.7513
N -2.1747 -1.1595 -0.3161
C 0.5100 -1.0194 0.1842
C 1.7060 -1.2764 -0.6450
N 1.8247 -1.0463 0.7332
H -1.5861 1.3771 1.7484
H -1.3143 -0.3653 1.9451
H 0.0232 0.7026 2.3151
H 0.6612 1.3495 -1.6635
H -2.2229 0.9646 -0.7639
H -1.2331 -0.0375 -1.8362
H -3.0680 -0.9912 0.1184
H -2.3953 -1.7413 -1.1464
H -0.0377 -1.8659 0.6024
H 1.9042 -0.5468 -1.4111
H 2.1493 -2.2253 -0.9894
H 2.1617 -0.1461 0.9442
*
```

## Properties
gap between HOMO and LUMO: 0.36127 Eh
HOMO energy: -9.082 eV
lowest unoccupied orbital energy: 0.75 eV
SMILES: C[C@](S)(CN)[C@H]1CN1

***

--- ii ---
Here is the molecule C5H12N2S from OMol25. Energies are from wB97M-V/def2-TZVPD.

Structure (ORCA input):
```
! wB97M-V def2-TZVPD RIJCOSX def2/J DEFGRID3
* xyz 0 1
C 2.3072 -0.4501 -1.0036
S 1.5923 0.1320 0.4241
N 0.9562 1.5126 0.3742
C -0.4524 1.7425 0.5677
C -1.2895 0.9262 -0.3852
C -1.7341 -0.5576 -0.1675
C -0.3649 -1.5100 -0.1846
N 0.5857 -1.2278 0.8602
H 3.0375 -1.1128 -0.5989
H 2.4406 0.2343 -1.7902
H 2.2598 0.0033 1.6642
H -0.6718 2.7955 0.5049
H -0.6742 1.3663 1.6399
H -0.7716 0.9131 -1.3366
H -2.1867 1.5712 -0.4887
H -2.3466 -0.6776 0.7297
H -2.2867 -1.0021 -0.9606
H -0.7517 -2.5159 -0.4658
H 0.1668 -1.2080 -1.0928
H 0.1841 -0.9349 1.7096
*
```

## Properties
gap between HOMO and LUMO: 0.31476 Eh
HOMO energy: -8.116 eV
lowest unoccupied orbital energy: 0.45 eV
SMILES: C=[S@H]1=NCCCCN1

***

--- iii ---
Here is C5H12N2S as an isolated structure from OMol25. Energies are from wB97M-V/def2-TZVPD.

Structure (ORCA input):
```
! wB97M-V def2-TZVPD RIJCOSX def2/J DEFGRID3
* xyz 0 1
C 0.8038 -1.1370 -1.1853
C 0.2590 -0.4646 -2.4353
S -0.6990 0.9959 -1.9819
N -0.3196 -1.4007 -0.2480
H 1.5082 -0.4722 -0.6815
H 1.2946 -2.0717 -1.4651
H -0.3708 -1.1887 -2.9456
H 1.1049 -0.2421 -3.0753
H -0.5793 -2.3803 -0.2955
H -1.0779 -0.8451 -0.6409
C -0.0706 0.9787 2.2739
C -0.4556 1.8151 1.3234
C 1.1072 -1.0012 2.7582
N 0.3899 -0.3289 1.9659
H -0.0990 1.2351 3.3168
H -0.3564 1.5847 0.2657
H -0.8213 2.7911 1.5976
H 1.4769 -1.9712 2.4588
H 1.4090 -0.5818 3.7111
H 0.0530 -0.8352 0.9249
*
```

## Properties
gap between HOMO and LUMO: 0.20192 Eh
HOMO energy: -6.244 eV
lowest unoccupied orbital energy: -0.75 eV

***

The relative energies come out as i 0.000; ii 4.240; iii 1.292, with values in eV.

***

--- i ---
Here is a 4-piece molecular cluster, C2H11NO3 overall from OMol25. Energies are from wB97M-V/def2-TZVPD.

Structure (ORCA input):
```
! wB97M-V def2-TZVPD RIJCOSX def2/J DEFGRID3
* xyz 0 1
C 3.0179 -0.3692 2.1259
C 2.5093 0.6072 1.2797
N 1.1628 0.6399 0.7347
H 2.5121 -1.2907 2.3490
H 4.0210 -0.3281 2.4753
H 3.0070 1.5234 1.0982
H 0.7427 -0.2415 0.7265
H 0.4534 1.2849 1.1373
O 0.7154 0.9898 -2.5737
H 1.0610 1.3125 -1.7259
H 0.7181 1.7491 -3.1521
O -1.9300 -0.5184 -1.8116
H -1.0580 -0.0656 -1.6996
H -2.0059 -0.7279 -2.8465
O -4.1722 -1.2734 1.2055
H -3.8718 -0.6173 0.5536
H -3.7887 -2.0909 0.9458
*
```

## Properties
gap between HOMO and LUMO: 0.35546 Eh
HOMO energy: -9.089 eV
lowest unoccupied orbital energy: 0.58 eV
SMILES: C=CN.O.O.O

***

--- ii ---
Here is a 3-piece molecular cluster, C2H11NO3 overall from OMol25. Energies are from wB97M-V/def2-TZVPD.

Structure (ORCA input):
```
! wB97M-V def2-TZVPD RIJCOSX def2/J DEFGRID3
* xyz 0 1
N 0.4167 -0.2431 -2.0886
C -0.5942 -0.0077 -1.0439
C -0.6130 -1.1011 0.0028
O -1.7474 -0.9881 0.8384
H -0.0245 -0.6081 -2.9244
H 0.8634 0.6368 -2.3150
H -0.5612 0.9835 -0.5941
H -1.5550 -0.1439 -1.5339
H -0.5922 -2.0963 -0.4590
H 0.2460 -1.1806 0.6821
H -1.7498 -0.1257 1.2743
O -0.2081 1.4099 1.8652
H 0.2886 0.6224 2.1344
H 0.5547 1.8587 1.4661
O 2.2056 0.5389 0.2293
H 2.9134 0.0132 0.6149
H 2.0085 0.0904 -0.6082
*
```

## Properties
gap between HOMO and LUMO: 0.37788 Eh
HOMO energy: -9.645 eV
lowest unoccupied orbital energy: 0.64 eV
SMILES: NCCO.O.O

***

The relative energies come out as i 0.729; ii 0.000, with values in eV.

***

--- i ---
Here is a 3-piece molecular cluster, C2H11NO3 overall from OMol25. Energies are from wB97M-V/def2-TZVPD.

Structure (ORCA input):
```
! wB97M-V def2-TZVPD RIJCOSX def2/J DEFGRID3
* xyz 0 1
C -0.5885 -0.1754 2.7986
N -1.1741 -0.6695 1.5029
C -1.5463 0.4509 0.6196
O -0.3498 1.2445 0.4313
H -1.3188 -0.1977 3.6398
H 0.2111 -0.9093 2.9421
H -0.1311 0.7733 2.5823
H -1.1670 -1.4355 0.8268
H -2.2909 1.1519 0.9411
H -1.7340 -0.1028 -0.3253
H 0.2361 0.6591 -0.0582
O 0.1275 -1.7598 -2.1903
H -0.0935 -1.7562 -3.1263
H 0.7294 -1.0216 -2.0076
O 2.8250 0.9033 -2.2694
H 3.0987 1.2408 -1.4145
H 2.8719 1.5888 -2.9381
*
```

## Properties
gap between HOMO and LUMO: 0.32980 Eh
HOMO energy: -8.454 eV
lowest unoccupied orbital energy: 0.52 eV
SMILES: CNCO.O.O

***

--- ii ---
Here is a 3-piece molecular cluster, C2H11NO3 overall from OMol25. Energies are from wB97M-V/def2-TZVPD.

Structure (ORCA input):
```
! wB97M-V def2-TZVPD RIJCOSX def2/J DEFGRID3
* xyz 0 1
N 0.5295 -0.3157 -1.7575
C -0.8166 -0.0122 -0.9756
C -0.8660 -1.0372 0.2019
O -1.7527 -0.6676 1.2391
H 0.5502 -1.2851 -1.7765
H 0.4246 -0.0328 -2.7242
H -0.8706 1.0337 -0.6756
H -1.6824 -0.2877 -1.6315
H -1.2215 -1.9163 -0.3617
H 0.0124 -1.3852 0.7675
H -1.2383 -0.0894 1.7541
O 0.1873 1.2089 2.3157
H 0.3351 1.3022 1.3743
H -0.2542 2.1161 2.3646
O 2.1754 0.7192 0.2515
H 2.9117 0.1526 0.1455
H 1.5760 0.4966 -0.5116
*
```

## Properties
gap between HOMO and LUMO: 0.40655 Eh
HOMO energy: -10.328 eV
lowest unoccupied orbital energy: 0.73 eV
SMILES: NCCO.O.O

***

The relative energies come out as i 0.638; ii 0.000, with values in eV.

***

--- i ---
Here is a 4-piece molecular cluster, C2H11NO3 overall from OMol25. Energies are from wB97M-V/def2-TZVPD.

Structure (ORCA input):
```
! wB97M-V def2-TZVPD RIJCOSX def2/J DEFGRID3
* xyz 0 1
C -0.4025 -1.0180 -1.1728
N -0.4817 0.2707 -1.3261
C -1.1387 1.2131 -0.4408
H -0.2460 -1.6252 -2.0317
H -0.4055 -1.3750 -0.1568
H -1.3986 2.1672 -0.9923
H -0.2752 1.5427 0.2420
H -1.8503 0.7748 0.3474
O -3.8096 5.4892 2.4798
H -2.8427 5.5699 2.4370
H -4.1420 4.9337 3.1928
O 1.6327 -3.3785 -1.1139
H 2.3999 -2.9414 -0.7744
H 2.1617 -3.7971 -1.7994
O 3.7120 -2.5328 0.6479
H 3.9449 -3.0108 1.4580
H 2.9918 -1.9273 0.9314
*
```

## Properties
gap between HOMO and LUMO: 0.34065 Eh
HOMO energy: -8.744 eV
lowest unoccupied orbital energy: 0.53 eV
SMILES: C=NC.O.O.O

***

--- ii ---
Here is a 3-piece molecular cluster, C2H11NO3 overall from OMol25. Energies are from wB97M-V/def2-TZVPD.

Structure (ORCA input):
```
! wB97M-V def2-TZVPD RIJCOSX def2/J DEFGRID3
* xyz 0 1
N -1.3291 -1.2273 -1.8920
C -0.5626 -0.1850 -1.2239
C 0.9567 -0.1701 -1.3621
O 1.4597 0.9424 -0.7206
H -1.2856 -1.0774 -2.8953
H -0.8576 -2.1200 -1.7525
H -0.7826 -0.1878 -0.1526
H -0.8666 0.7815 -1.6315
H 1.1917 -0.2140 -2.4370
H 1.4625 -1.0786 -1.0146
H 1.7276 1.0525 0.1953
O 1.1307 1.8733 1.9689
H 0.3102 1.4274 2.1859
H 1.0987 2.3658 1.1367
O -0.9949 -0.3877 3.1845
H -0.7320 -1.3039 3.3915
H -1.9269 -0.4911 3.0193
*
```

## Properties
gap between HOMO and LUMO: 0.36216 Eh
HOMO energy: -9.309 eV
lowest unoccupied orbital energy: 0.55 eV
SMILES: NCCO.O.O

***

The relative energies come out as i 1.383; ii 0.000, with values in eV.

***

--- i ---
Here is a 4-piece molecular cluster, C12H28N4O4 overall from OMol25. Energies are from wB97M-V/def2-TZVPD.

Structure (ORCA input):
```
! wB97M-V def2-TZVPD RIJCOSX def2/J DEFGRID3
* xyz 0 1
C 1.3049 0.2070 -2.3614
N 0.6227 0.4526 -1.1125
C -0.3638 1.5214 -1.1385
C 0.9919 -0.0988 0.0614
O 0.5243 0.1998 1.1461
H 2.0020 -0.6292 -2.3048
H 1.9495 1.0724 -2.5574
H 0.5948 0.0525 -3.1696
H -0.1266 2.2538 -1.9098
H -1.3815 1.1504 -1.2778
H -0.3263 2.0470 -0.1838
H 1.8197 -0.8139 -0.0833
C 4.0413 -3.5773 3.7987
N 3.5540 -2.6787 2.7587
C 2.2794 -2.0204 2.9605
C 4.2841 -2.4269 1.6627
O 3.9025 -1.8092 0.6857
H 4.5856 -3.1028 4.6145
H 4.6333 -4.3804 3.3582
H 3.1647 -4.0990 4.1914
H 1.4887 -2.6728 2.5642
H 2.0085 -1.7976 3.9889
H 2.2386 -1.1111 2.3654
H 5.2943 -2.8710 1.6788
C -0.3684 3.0845 -4.7831
N -1.2284 3.9038 -3.9627
C -2.5302 3.3476 -3.6328
C -0.7799 5.0306 -3.3755
O -1.4225 5.6814 -2.5784
H -0.5163 2.0274 -4.5523
H 0.6830 3.2278 -4.5048
H -0.4186 3.2498 -5.8606
H -2.4508 2.8752 -2.6489
H -3.2574 4.1431 -3.4683
H -2.8859 2.6880 -4.4143
H 0.2296 5.3542 -3.6738
C -2.6217 -0.8818 1.1851
N -3.0080 -1.6455 2.3223
C -1.9667 -2.2206 3.1395
C -4.3030 -1.8300 2.6774
O -5.2733 -1.4462 2.0668
H -1.7300 -1.2468 0.6700
H -2.3027 0.1510 1.3945
H -3.4520 -0.7936 0.4852
H -1.1897 -2.6808 2.5340
H -1.5783 -1.4657 3.8319
H -2.3418 -3.0003 3.8053
H -4.3738 -2.4210 3.6075
*
```

## Properties
gap between HOMO and LUMO: 0.35343 Eh
HOMO energy: -9.067 eV
lowest unoccupied orbital energy: 0.55 eV
SMILES: CN(C)C=O.CN(C)C=O.CN(C)C=O.CN(C)C=O

***

--- ii ---
Here is a 4-piece molecular cluster, C12H28N4O4 overall from OMol25. Energies are from wB97M-V/def2-TZVPD.

Structure (ORCA input):
```
! wB97M-V def2-TZVPD RIJCOSX def2/J DEFGRID3
* xyz 0 1
C -3.1581 1.8970 3.2444
N -2.3759 2.3167 2.1086
C -1.2186 1.4974 1.8299
C -2.7764 3.2493 1.2648
O -3.7081 4.0137 1.5010
H -3.1489 0.8154 3.1102
H -4.1867 2.2535 3.2993
H -2.7448 2.2797 4.1776
H -1.5904 0.4981 1.6034
H -0.5880 1.8519 1.0147
H -0.6046 1.4132 2.7266
H -2.3950 3.0818 0.2456
C -1.5361 -1.9149 2.9616
N -1.4750 -2.2250 1.5118
C -0.3917 -3.2059 1.2471
C -2.1159 -1.5357 0.5355
O -3.0061 -0.6958 0.7483
H -2.5974 -1.9515 3.2073
H -1.0599 -0.9663 3.2096
H -1.0320 -2.7021 3.5221
H -0.6505 -4.2360 1.4921
H -0.0256 -3.1623 0.2214
H 0.4391 -3.0743 1.9404
H -1.9215 -1.9056 -0.4831
C 4.3696 -0.2717 -3.5320
N 3.5383 -0.0217 -2.3230
C 3.3218 -1.2789 -1.5405
C 3.1629 1.1306 -1.7768
O 3.4024 2.2878 -2.2594
H 3.8175 -1.0240 -4.0954
H 5.3724 -0.5831 -3.2395
H 4.3698 0.6310 -4.1428
H 2.5577 -1.1504 -0.7739
H 3.1174 -2.1261 -2.1951
H 4.1981 -1.4127 -0.9062
H 2.4413 0.9951 -0.9564
C 0.3951 1.5628 -2.0925
N -0.0565 0.2448 -1.6261
C -0.1253 0.0877 -0.1986
C -0.2504 -0.6813 -2.5736
O -0.7481 -1.7340 -2.2882
H 1.4376 1.7597 -2.3426
H 0.2689 2.3629 -1.3632
H -0.1664 1.8738 -2.9735
H -1.1331 -0.2175 0.0829
H 0.4415 -0.7978 0.0893
H 0.0363 1.0344 0.3170
H 0.0995 -0.2634 -3.5302
*
```

## Properties
gap between HOMO and LUMO: 0.33874 Eh
HOMO energy: -8.950 eV
lowest unoccupied orbital energy: 0.27 eV
SMILES: CN(C)C=O.CN(C)C=O.CN(C)C=O.CN(C)C=O

***

The relative energies come out as i 0.000; ii 3.220, with values in eV.

***

--- i ---
Here is a 2-piece molecular cluster, C2H5IN4 overall from OMol25. Energies are from wB97M-V/def2-TZVPD.

Structure (ORCA input):
```
! wB97M-V def2-TZVPD RIJCOSX def2/J DEFGRID3
* xyz 0 1
C 1.4418 1.3552 -1.2655
C 0.4932 1.4468 -0.3228
N -0.1960 -2.0596 -0.3419
N 0.0816 -2.0608 0.7064
N -0.4283 -2.4749 -1.4905
N -0.5402 0.4765 -0.4692
I -2.5105 0.7491 0.2116
H 2.2873 1.9116 -1.2259
H 1.0283 0.7279 -2.0329
H 0.5083 2.0974 0.5493
H -0.5182 0.4459 -1.4391
H -1.3705 -2.4386 -1.8890
*
```

## Properties
gap between HOMO and LUMO: 0.30062 Eh
HOMO energy: -8.684 eV
lowest unoccupied orbital energy: -0.50 eV

***

--- ii ---
Here is a 2-piece molecular cluster, C2H5IN4 overall from OMol25. Energies are from wB97M-V/def2-TZVPD.

Structure (ORCA input):
```
! wB97M-V def2-TZVPD RIJCOSX def2/J DEFGRID3
* xyz 0 1
C 1.0985 -1.0630 0.2765
C -0.2726 -1.1290 -0.3484
N -0.0668 2.1996 0.7859
N 0.0962 1.9735 -0.3821
N 0.2630 1.5517 -1.3883
N -1.1949 -0.7122 0.3794
I -3.1665 -0.9857 -0.0797
H 1.7784 -1.9567 0.0777
H 1.6048 -0.2491 -0.3279
H -0.4417 -1.6012 -1.3156
H -0.7621 2.9066 0.8723
H 1.0638 -0.9345 1.4501
*
```

## Properties
gap between HOMO and LUMO: 0.33893 Eh
HOMO energy: -9.071 eV
lowest unoccupied orbital energy: 0.15 eV

***

The relative energies come out as i 1.120; ii 0.000, with values in eV.